(1)
78
Properties=species:S:1:pos:R:3:forces:R:3 method="wB97M-V/def2-TZVPD" e_homo_ha=-0.40594 charge=+1 gap_ev=6.9516 multiplicity=1
C -2.41620 -0.98364 2.39250 0.13 0.03 0.16
Si -3.13285 -2.63676 2.81883 -0.31 0.21 -0.60
C -2.64847 -3.89570 1.52095 0.14 -0.05 0.61
C -5.00259 -2.54279 2.92492 0.10 -0.09 -0.03
C -2.55865 -3.44823 4.47463 0.03 0.12 0.03
N -3.10111 -4.64796 4.68199 -0.02 -0.08 -0.01
C -2.84366 -5.46034 5.74896 -0.12 -0.13 -0.06
C -1.97601 -5.05392 6.69150 0.09 -0.11 0.22
C -1.35435 -3.79050 6.57979 -0.04 0.12 -0.21
C -0.45127 -3.32635 7.54969 0.02 -0.10 0.13
C 0.11970 -2.09602 7.41671 0.03 0.12 -0.06
C -0.19021 -1.27538 6.30944 0.22 0.04 0.34
C -1.05697 -1.69762 5.35393 0.04 0.15 -0.07
C -1.65959 -2.97307 5.45283 -0.07 -0.18 0.09
H -2.73011 -0.75573 1.37191 -0.06 -0.01 -0.05
H -2.77635 -0.16120 3.00916 -0.02 0.01 0.05
H -1.32771 -0.95625 2.39646 0.07 -0.02 -0.07
H -1.57957 -4.10340 1.57068 0.08 0.02 -0.16
H -2.89910 -3.52012 0.53172 -0.03 -0.03 -0.09
H -3.16431 -4.84262 1.68698 -0.08 -0.07 -0.18
H -5.42488 -2.99287 2.02564 -0.05 0.01 -0.04
H -5.33382 -1.50587 2.95339 -0.02 0.04 0.08
H -5.43579 -3.05776 3.78152 -0.04 0.00 0.07
H -3.75688 -4.99757 3.99518 -0.02 0.00 -0.05
H -3.35684 -6.40766 5.78508 -0.07 -0.01 -0.11
H -1.76877 -5.70308 7.52956 0.05 0.04 0.06
H -0.22705 -3.96065 8.39583 0.03 0.01 0.05
H 0.81040 -1.74064 8.16720 0.05 0.03 0.03
H 0.26550 -0.29920 6.23106 0.02 0.04 -0.01
H -1.27508 -1.03478 4.53546 -0.13 -0.08 -0.15
C -0.38852 2.12209 -3.17214 0.04 0.00 -0.07
C -0.48483 1.11899 -2.21408 0.00 -0.02 0.02
C -0.94731 1.41534 -0.94371 0.03 -0.05 -0.07
C -1.30851 2.71802 -0.61987 -0.01 0.05 0.02
C -1.19494 3.72730 -1.57823 -0.01 0.01 0.05
C -0.73946 3.42351 -2.85512 0.02 -0.06 -0.03
C -1.54314 5.14124 -1.25349 0.00 0.01 -0.02
O -1.45314 6.01550 -2.08591 0.01 0.00 0.00
C -1.99944 5.43980 0.13498 0.00 -0.05 -0.01
C -2.29276 6.75330 0.47648 -0.03 0.06 0.05
C -2.72874 7.05371 1.75572 0.00 -0.01 0.01
C -2.87824 6.04272 2.69850 0.00 0.00 -0.01
C -2.58574 4.73188 2.36377 -0.02 0.06 0.05
C -2.14148 4.42435 1.08345 0.03 -0.02 -0.05
C -1.81820 3.01036 0.74874 -0.02 -0.01 -0.01
O -1.96700 2.12013 1.56491 0.01 -0.04 0.04
H -0.02818 1.88091 -4.16424 0.00 -0.03 0.00
H -0.19419 0.10753 -2.46614 0.01 0.00 -0.03
H -1.02934 0.64496 -0.18950 -0.02 0.02 0.04
H -0.66212 4.21495 -3.58755 -0.02 0.04 0.02
H -2.17676 7.52818 -0.26821 0.01 -0.03 -0.04
H -2.95458 8.07784 2.02050 -0.01 0.01 0.00
H -3.22347 6.28050 3.69575 0.00 0.01 0.01
H -2.69676 3.93682 3.08751 0.02 -0.04 -0.02
C 4.64325 -3.17890 -7.76569 -0.01 0.01 0.00
C 3.26786 -3.04980 -7.60738 0.01 0.00 0.00
C 2.75277 -2.07177 -6.77412 -0.01 -0.05 -0.06
C 3.61194 -1.21991 -6.09099 0.03 0.04 0.02
C 4.99418 -1.35577 -6.24335 -0.03 0.03 0.05
C 5.50464 -2.33510 -7.08537 -0.01 -0.06 -0.05
C 5.94521 -0.47230 -5.50705 0.03 0.01 -0.01
O 7.14323 -0.58652 -5.64340 0.00 -0.01 0.01
C 5.36730 0.55525 -4.59300 -0.02 -0.03 -0.02
C 6.22218 1.37348 -3.86533 0.01 0.07 0.05
C 5.70180 2.33942 -3.01975 -0.02 -0.01 -0.01
C 4.32470 2.49749 -2.90049 0.07 -0.02 -0.04
C 3.47151 1.68306 -3.62456 -0.04 0.15 0.15
C 3.98649 0.70825 -4.46639 -0.04 -0.07 -0.05
C 3.03610 -0.16552 -5.21100 -0.01 0.00 0.00
O 1.83444 -0.02393 -5.09665 -0.01 -0.02 0.02
H 5.04290 -3.93999 -8.42234 0.00 -0.01 0.00
H 2.59786 -3.71267 -8.13836 0.00 0.00 -0.01
H 1.68561 -1.95476 -6.64772 -0.01 0.04 0.03
H 6.57602 -2.42447 -7.19801 0.02 0.03 0.03
H 7.29015 1.24471 -3.97253 0.01 -0.03 -0.04
H 6.37011 2.97504 -2.45436 0.01 0.01 0.00
H 3.91980 3.25813 -2.24612 0.00 0.01 0.01
H 2.39941 1.79434 -3.54169 -0.01 -0.03 -0.02

=====

(2)
87
Properties=species:S:1:pos:R:3:forces:R:3 method="wB97M-V/def2-TZVPD" e_homo_ha=-0.36449 gap_ev=7.9567 multiplicity=1
O -1.67766 1.92872 -2.44202 -0.04 1.16 0.83
C -2.40558 0.99237 -2.63603 -0.40 -1.01 -1.37
C -1.77164 -0.14007 -3.39826 -2.22 -0.50 1.91
C -2.39382 -1.33116 -3.33240 1.21 0.75 -1.10
C -3.73841 -1.47173 -2.75036 -0.56 -1.29 -0.51
O -4.30915 -2.53446 -2.95536 -0.03 0.67 0.55
C -4.39969 -0.32663 -2.10931 -0.11 2.08 0.54
C -3.85322 0.90777 -2.22618 1.50 -2.07 -0.14
H -0.83075 0.21583 -3.72609 0.97 -0.56 -0.84
H -2.06196 -2.23608 -3.84238 0.15 0.20 0.28
H -5.34360 -0.39301 -1.55350 0.23 -0.54 -0.68
H -4.29910 1.81231 -1.93416 -0.64 0.92 0.67
O 2.31897 4.90359 2.30448 0.35 0.05 -0.01
C 3.40715 4.36560 2.38394 -0.53 -0.11 -0.03
C 4.06421 3.81860 1.13043 -0.19 0.01 1.88
C 4.96805 2.86424 1.26022 1.39 -0.88 -1.13
C 5.65483 2.47427 2.53203 -3.31 2.56 1.02
O 6.52607 1.68233 2.58303 1.48 -1.15 0.29
C 5.07250 3.24564 3.78676 0.32 -0.22 -0.99
C 4.04046 4.10243 3.72885 0.91 -0.34 -0.92
H 3.68704 4.10713 0.17705 -0.45 0.26 -0.46
H 5.36547 2.33950 0.36786 -0.25 0.36 0.58
H 5.57797 3.09985 4.72132 0.25 -0.34 0.31
H 3.70298 4.64923 4.62077 -0.10 -0.29 -0.62
O 3.32089 0.45287 2.40229 0.65 0.77 0.59
C 2.57134 -0.46796 2.60656 -0.67 -0.13 -0.54
C 2.36248 -1.43667 1.50099 0.46 0.43 -0.16
C 1.27680 -2.18445 1.55149 0.19 0.08 -0.22
C 0.49637 -2.33576 2.81624 -0.13 -1.48 -1.85
O -0.27176 -3.27577 2.83643 -0.68 -0.23 0.56
C 0.70020 -1.47490 3.95339 1.85 2.70 -0.21
C 1.67817 -0.50819 3.82917 -0.94 -1.55 0.55
H 2.99647 -1.36231 0.58517 -0.54 0.04 1.10
H 1.00236 -2.72244 0.64892 -0.37 -0.29 0.44
H -0.01975 -1.58507 4.75597 0.30 0.14 0.16
H 1.90932 0.24036 4.60132 -0.21 -0.40 -0.41
O 1.11873 -8.64521 2.43869 0.26 0.28 -0.36
C 0.12260 -7.95938 2.36360 -0.37 -0.97 -0.40
C -0.71560 -7.78689 3.58260 0.03 1.25 -1.89
C -1.76273 -6.97838 3.48185 0.55 -1.09 2.06
C -2.20728 -6.43497 2.24446 -1.33 1.18 -1.41
O -3.23224 -5.77601 2.19818 -0.14 0.11 0.12
C -1.47142 -6.66288 0.99335 1.11 -0.77 0.74
C -0.35918 -7.39317 1.02468 1.15 -0.12 0.74
H -0.37678 -8.22028 4.47955 0.35 -0.52 0.89
H -2.33301 -6.77442 4.37023 -0.45 0.26 0.01
H -1.86357 -6.18330 0.14052 -0.38 0.38 -0.92
H 0.35484 -7.57844 0.19799 -0.79 0.12 0.43
O -2.01678 5.06213 -1.67416 0.00 -0.55 -1.06
C -1.64791 4.63891 -2.76216 -0.65 0.59 0.13
C -0.20486 4.56698 -3.05975 -0.02 0.12 -1.05
C 0.25273 4.24767 -4.28073 -0.71 -0.46 0.52
C -0.71502 3.77721 -5.32346 1.08 0.09 0.83
O -0.31811 3.38262 -6.39535 0.11 -0.10 -0.44
C -2.13977 3.73351 -4.99549 0.18 0.99 -0.29
C -2.61226 4.24660 -3.86612 1.19 -0.71 0.95
H 0.38341 4.90561 -2.23702 0.70 0.02 0.31
H 1.29470 4.15069 -4.55297 0.10 0.31 0.10
H -2.66194 3.40549 -5.86639 -1.00 -0.36 -0.09
H -3.61978 4.17104 -3.55121 -1.03 0.30 -0.01
O 1.83470 -1.39000 -1.55421 -0.68 0.78 0.22
C 1.83761 -0.20515 -1.86532 0.12 -0.83 0.15
C 2.66688 0.18692 -2.99306 -0.06 -0.26 -1.38
C 3.01109 1.46736 -3.10476 0.67 -0.09 -1.52
C 2.43850 2.51547 -2.26087 1.52 2.17 1.44
O 2.86351 3.68140 -2.21199 -0.18 -1.42 -1.02
C 1.44905 2.16732 -1.26019 -0.66 -0.25 -1.10
C 1.13362 0.88060 -1.13932 -0.39 -0.17 1.39
H 2.89158 -0.62853 -3.73704 0.28 1.05 1.06
H 3.70942 1.77672 -3.88325 -0.22 0.14 0.16
H 0.99503 3.06499 -0.82246 0.05 -0.87 0.31
H 0.43798 0.59687 -0.36987 -0.25 -0.39 0.06
C -3.06056 -2.64893 0.64523 -0.80 -0.31 0.43
C -3.22692 -1.39124 1.45271 -0.12 1.70 -0.03
O -1.96191 -0.58871 1.40076 -0.63 0.01 -0.28
C -2.11979 0.74655 1.30277 2.58 -1.30 -0.38
O -3.12973 1.34734 1.25676 -1.70 1.17 0.09
O -0.86756 1.28558 1.19204 -0.57 -0.87 0.65
C -0.78133 2.70202 1.25515 -0.60 0.53 1.58
H -3.14219 -2.37605 -0.42252 0.00 -0.72 0.48
H -3.79425 -3.47055 1.00838 1.11 1.48 -0.93
H -2.06119 -2.98394 0.89735 0.22 -0.45 -0.29
H -3.34493 -1.60393 2.49901 -0.21 -0.15 0.49
H -4.03105 -0.67974 1.13076 0.56 -0.92 0.21
H 0.26482 2.98115 1.19927 0.00 -0.11 0.11
H -1.25562 3.13248 2.17835 0.65 -0.68 -0.51
H -1.34947 3.12292 0.47680 -0.50 0.63 -1.35